[1]
A cluster of 3 separate species, C3H14N2O2 in total, computed with ωB97M-V with the def2-TZVPD basis set.

Results
- DFT total energy: -382.6694 hartree
- LUMO: 0.026 Eh
- SMILES: NCCCN.O.O
- Max |F|: 1.0 eV/Å
- HOMO level: -9.509 eV

Structure (XYZ):
```
21
Properties=species:S:1:pos:R:3:mulliken_charge:R:1
N 0.340 3.235 -0.059 -0.579
C 0.844 1.879 -0.227 -0.526
C 0.208 0.891 0.718 -0.464
C 0.853 -0.479 0.582 -0.696
N 0.227 -1.505 1.435 -0.576
H -0.556 3.228 0.438 0.255
H 0.093 3.655 -0.947 0.245
H 0.769 1.484 -1.240 0.318
H 1.928 1.868 -0.042 0.212
H -0.861 0.879 0.440 0.344
H 0.307 1.243 1.742 0.321
H 0.779 -0.810 -0.450 0.216
H 1.904 -0.291 0.798 0.402
H -0.704 -1.123 1.615 0.297
H 0.563 -1.566 2.390 0.249
O -0.810 -3.508 -0.628 -0.655
H -1.701 -3.476 -1.002 0.324
H -0.915 -3.037 0.211 0.311
O -1.299 -0.713 -2.223 -0.639
H -0.618 -1.393 -2.252 0.346
H -1.349 -0.458 -1.298 0.295
```

***

[2]
A cluster of 3 separate species, C3H14N2O2 in total, computed with ωB97M-V with the def2-TZVPD basis set.

Results
- DFT total energy: -382.3511 hartree
- LUMO (spin up / spin down): -0.116 / -0.300 Eh
- Multiplicity: 2
- Net charge: +1
- Max |F|: 2.2 eV/Å
- HOMO level (spin up / spin down): -13.701 / -13.701 eV
- Expectation value of S²: 0.754

Structure (XYZ):
```
21
Properties=species:S:1:pos:R:3:mulliken_spin:R:1
C -1.011 2.396 -0.683 0.013
C -0.971 0.986 -1.296 0.022
N -1.374 -0.026 -0.363 0.791
C -1.005 -1.411 -0.606 0.027
N -1.685 -2.431 0.144 0.016
H -0.226 2.584 0.034 0.000
H -0.881 3.106 -1.491 -0.002
H -1.939 2.583 -0.165 -0.001
H -0.013 0.747 -1.767 0.047
H -1.692 1.085 -2.126 0.052
H -1.293 0.312 0.597 -0.017
H -1.200 -1.554 -1.681 0.019
H 0.076 -1.546 -0.561 0.034
H -2.651 -2.452 -0.165 0.001
H -1.741 -2.231 1.141 -0.001
H 2.396 4.143 4.117 0.000
H 2.095 2.958 5.044 0.000
O 1.669 3.663 4.548 0.000
H 3.805 -3.542 -1.795 0.000
H 3.907 -4.871 -1.027 0.000
O 3.733 -4.496 -1.899 0.000
```

***

[3]
A cluster of 4 separate species, C3H14N2O3 in total, computed with ωB97M-V with the def2-TZVPD basis set.

Results
- DFT total energy: -457.9243 hartree
- LUMO: 0.027 Eh
- SMILES: C/C(N)=C/N.O.O.O
- Max |F|: 1.6 eV/Å
- HOMO level: -7.433 eV

Structure (XYZ):
```
22
Properties=species:S:1:pos:R:3:mulliken_charge:R:1
C 2.400 0.137 1.744 -1.289
C 1.348 0.267 0.700 0.876
N 0.982 -0.927 0.007 -0.613
C 0.595 1.321 0.346 -0.551
N -0.297 1.291 -0.738 -0.486
H 3.377 -0.049 1.303 0.295
H 2.458 1.124 2.197 0.325
H 2.217 -0.701 2.424 0.336
H 1.341 -1.815 0.332 0.231
H -0.032 -1.029 -0.018 0.197
H 0.632 2.243 0.923 0.357
H -0.162 0.610 -1.489 0.188
H -0.437 2.195 -1.179 0.236
O -2.821 0.594 0.828 -0.774
H -2.660 0.517 1.772 0.334
H -2.083 1.129 0.482 0.362
O 1.002 -0.251 -2.698 -0.755
H 0.598 -1.059 -3.057 0.306
H 1.342 -0.662 -1.872 0.389
O -2.188 -1.890 0.178 -0.695
H -2.607 -2.222 -0.621 0.312
H -2.593 -1.009 0.343 0.418
```

***

[4]
A cluster of 4 separate species, C3H14N2O4 in total, computed with ωB97M-V with the def2-TZVPD basis set.

Results
- DFT total energy: -533.1461 hartree
- LUMO: 0.010 Eh
- SMILES: NCNCC=O.O.O.O
- Max |F|: 0.9 eV/Å
- HOMO level: -9.057 eV

Structure (XYZ):
```
23
Properties=species:S:1:pos:R:3:mulliken_charge:R:1
N -0.078 0.699 -2.514 -0.580
C 0.626 1.760 -1.825 -0.753
N 0.666 1.746 -0.370 -0.342
C 1.531 0.738 0.209 -0.123
C 1.156 0.428 1.633 -0.014
O 1.796 -0.233 2.403 -0.500
H -1.004 0.531 -2.140 0.295
H 0.401 -0.190 -2.442 0.298
H 0.208 2.717 -2.116 0.331
H 1.654 1.721 -2.178 0.456
H -0.264 1.714 0.036 0.260
H 1.559 -0.210 -0.356 0.099
H 2.573 1.067 0.186 0.312
H 0.177 0.865 1.911 0.300
O -1.701 -0.668 2.198 -0.607
H -2.595 -1.011 2.076 0.290
H -1.313 -1.139 2.944 0.312
O -2.558 -0.693 -0.654 -0.642
H -1.802 -0.768 -0.048 0.288
H -2.209 -1.225 -1.385 0.356
O -0.204 -2.666 -0.970 -0.608
H 0.309 -3.439 -0.710 0.289
H 0.042 -1.988 -0.333 0.284
```

***

Copy entry 3 word for word.
A cluster of 4 separate species, C3H14N2O3 in total, computed with ωB97M-V with the def2-TZVPD basis set.

Results
- DFT total energy: -457.9243 hartree
- LUMO: 0.027 Eh
- SMILES: C/C(N)=C/N.O.O.O
- Max |F|: 1.6 eV/Å
- HOMO level: -7.433 eV

Structure (XYZ):
```
22
Properties=species:S:1:pos:R:3:mulliken_charge:R:1
C 2.400 0.137 1.744 -1.289
C 1.348 0.267 0.700 0.876
N 0.982 -0.927 0.007 -0.613
C 0.595 1.321 0.346 -0.551
N -0.297 1.291 -0.738 -0.486
H 3.377 -0.049 1.303 0.295
H 2.458 1.124 2.197 0.325
H 2.217 -0.701 2.424 0.336
H 1.341 -1.815 0.332 0.231
H -0.032 -1.029 -0.018 0.197
H 0.632 2.243 0.923 0.357
H -0.162 0.610 -1.489 0.188
H -0.437 2.195 -1.179 0.236
O -2.821 0.594 0.828 -0.774
H -2.660 0.517 1.772 0.334
H -2.083 1.129 0.482 0.362
O 1.002 -0.251 -2.698 -0.755
H 0.598 -1.059 -3.057 0.306
H 1.342 -0.662 -1.872 0.389
O -2.188 -1.890 0.178 -0.695
H -2.607 -2.222 -0.621 0.312
H -2.593 -1.009 0.343 0.418
```

***

Q: The lowest DFT total energy belongs to which entry?
A: C3H14N2O4

***

Q: Number 2 is which compound?
A: C3H14N2O2